Entry 1:
The following is a quantum chemistry calculation of the ion C10H15O3S with charge -1, from OMol25.

Positions of all 29 atoms, in Å:
C -0.321 -1.544 0.794
C -0.057 -2.108 2.316
C -1.672 -2.061 0.322
C -2.016 -1.293 -1.012
C -0.803 -1.234 -1.960
C 0.449 -0.582 -1.351
C 1.986 -0.738 0.627
C 0.641 -0.932 0.066
C 0.385 2.261 1.068
C 1.377 1.644 1.846
O -0.270 -3.333 2.426
O 0.465 -1.317 3.115
O 2.727 1.642 -0.614
S 2.843 0.985 0.738
H -1.647 -3.151 0.016
H -2.400 -1.932 1.040
H -3.008 -1.578 -1.448
H -2.303 -0.152 -0.614
H -0.711 -2.325 -2.314
H -1.086 -0.560 -2.812
H 1.366 -1.015 -1.859
H 0.301 0.426 -1.316
H 1.725 -0.765 1.677
H 2.823 -1.281 0.363
H -0.408 2.590 1.758
H 0.781 3.087 0.434
H -0.183 1.520 0.409
H 1.007 0.700 2.294
H 1.945 2.196 2.645

Frontier orbital gap, eV: 7.81
Charge: -1
Spin multiplicity: 1
Energy above the lowest of the compared OMol25 structures with the same formula, charge and spin, eV: 2.206

---

Entry 2:
The following is a quantum chemistry calculation of an isolated molecule of C6H11N, from OMol25.

Positions of all 18 atoms, in Å:
C -0.118 0.496 2.176
N 2.352 -0.936 1.316
C 1.270 -0.578 0.483
C 0.090 0.046 0.743
C -0.926 0.371 -0.353
C -0.823 0.191 -1.709
C -1.910 0.458 -2.721
H -0.932 1.263 2.218
H 0.823 1.163 2.473
H -0.203 -0.417 2.726
H 3.105 -1.688 1.067
H 2.004 -0.846 2.227
H 1.452 -0.859 -0.536
H -1.879 0.650 -0.001
H 0.022 -0.250 -2.240
H -2.831 0.819 -2.149
H -2.004 -0.418 -3.316
H -1.519 1.238 -3.400

Frontier orbital gap, eV: 8.27
SMILES: C/C=C/C(C)=C/N
Spin multiplicity: 1
Energy above the lowest of the compared OMol25 structures with the same formula, charge and spin, eV: 2.122

---

Entry 3:
The following is a quantum chemistry calculation of a cluster of 7 separate species, C28H52FN6P in total, from OMol25.

Positions of all 88 atoms, in Å:
C -7.190 3.593 -3.752
C -6.689 2.944 -2.388
C -5.589 3.822 -1.619
C -6.129 1.455 -2.517
P -4.820 1.209 -3.845
F -4.495 -0.476 -3.806
H -6.612 4.553 -3.941
H -8.293 3.827 -3.645
H -7.089 2.874 -4.613
H -7.589 2.900 -1.696
H -5.308 3.264 -0.679
H -5.988 4.823 -1.296
H -4.680 3.919 -2.282
H -6.987 0.757 -2.743
H -5.678 1.174 -1.519
H -5.344 1.413 -5.164
C -2.348 -1.075 0.048
C -2.232 -0.220 1.305
C -3.163 0.994 1.287
C -2.823 1.871 0.126
N -2.557 2.551 -0.776
H -2.059 -0.518 -0.847
H -1.687 -1.942 0.117
H -3.371 -1.437 -0.088
H -1.196 0.112 1.413
H -2.466 -0.836 2.177
H -3.052 1.567 2.211
H -4.206 0.680 1.206
C 1.048 -4.820 1.172
C 1.419 -4.331 -0.225
C 2.376 -3.137 -0.204
C 1.747 -1.983 0.505
N 1.258 -1.086 1.056
H 0.514 -4.053 1.741
H 0.390 -5.690 1.106
H 1.943 -5.108 1.736
H 0.504 -4.064 -0.763
H 1.888 -5.150 -0.777
H 2.623 -2.833 -1.224
H 3.306 -3.402 0.306
C -0.391 4.091 1.761
C 0.961 3.678 2.334
C 0.865 2.483 3.286
C -0.014 2.823 4.446
N -0.697 3.087 5.348
H -1.078 4.420 2.545
H -0.270 4.925 1.066
H -0.856 3.263 1.221
H 1.402 4.533 2.855
H 1.633 3.422 1.511
H 1.856 2.217 3.659
H 0.453 1.612 2.770
C 4.526 -3.364 5.896
C 4.147 -2.492 4.703
C 2.939 -3.026 3.933
C 3.233 -4.390 3.397
N 3.456 -5.454 2.983
H 4.822 -4.369 5.584
H 5.373 -2.929 6.431
H 3.692 -3.454 6.598
H 5.006 -2.415 4.034
H 3.924 -1.484 5.056
H 2.702 -2.360 3.100
H 2.061 -3.082 4.582
C -1.493 -0.837 -4.542
C -0.538 0.330 -4.773
C 0.315 0.163 -6.033
C 1.153 -1.070 -5.923
N 1.806 -2.026 -5.834
H -0.953 -1.774 -4.388
H -2.097 -0.660 -3.653
H -2.168 -0.964 -5.392
H 0.111 0.436 -3.899
H -1.118 1.253 -4.855
H 0.970 1.027 -6.162
H -0.320 0.084 -6.919
C 4.679 1.038 -0.439
C 6.055 0.675 0.110
C 6.021 -0.533 1.049
C 5.146 -0.241 2.224
N 4.466 -0.013 3.138
H 3.991 1.328 0.359
H 4.755 1.885 -1.125
H 4.240 0.198 -0.984
H 6.467 1.541 0.636
H 6.726 0.458 -0.726
H 7.028 -0.762 1.405
H 5.637 -1.413 0.528

Frontier orbital gap, eV: 9.22
SMILES: CC(C)CPF.CCCC#N.CCCC#N.CCCC#N.CCCC#N.CCCC#N.CCCC#N
Spin multiplicity: 1

---

Entry 4:
The following is a quantum chemistry calculation of the ion C9H13O2SSe with charge -1, from OMol25.

Positions of all 26 atoms, in Å:
C -3.312 -0.064 1.461
C -3.930 -0.287 0.358
C -1.156 1.727 2.277
C -1.850 1.249 -0.137
C -1.685 0.685 1.202
C 2.839 -0.542 -2.589
C 2.878 -0.473 -1.029
C 1.527 -1.143 -0.450
C 1.221 -0.597 0.876
O -0.344 1.139 3.031
O -1.507 2.888 2.091
S -3.097 0.200 -1.147
Se -0.666 -1.007 1.393
H -3.700 -0.407 2.492
H -4.778 -0.838 0.222
H -2.477 2.160 -0.013
H -0.951 1.418 -0.751
H 3.779 0.123 -2.881
H 1.959 -0.454 -3.272
H 3.101 -1.517 -2.818
H 3.776 -0.967 -0.605
H 2.958 0.470 -0.565
H 1.630 -2.200 -0.395
H 0.706 -0.904 -1.133
H 1.882 -1.093 1.656
H 1.199 0.432 0.725

Frontier orbital gap, eV: 6.77
SMILES: CCCC[Se][C@]1(C(=O)[O-])C=CSC1
Charge: -1
Spin multiplicity: 1
Energy above the lowest of the compared OMol25 structures with the same formula, charge and spin, eV: 0.433

---

Entry 5:
The following is a quantum chemistry calculation of a structure of composition C3H11N2OS, from OMol25.

Positions of all 18 atoms, in Å:
C -2.352 -0.546 1.237
C -2.256 -0.299 -0.387
C -0.867 -0.035 -0.871
N -0.608 0.245 -2.129
N 3.499 0.524 0.920
O 1.741 -0.095 -0.649
S 0.522 -0.430 0.335
H -3.182 -0.074 1.828
H -2.284 -1.560 1.388
H -1.343 -0.363 1.721
H -2.904 0.538 -0.540
H -2.696 -1.164 -0.856
H -1.383 0.437 -2.725
H 0.370 0.542 -2.406
H 2.928 1.189 1.429
H 4.103 -0.039 1.420
H 4.143 1.055 0.216
H 2.570 0.077 0.070

Frontier orbital gap, eV: 9.01
Charge: +1
Spin multiplicity: 1
Energy above the lowest of the compared OMol25 structures with the same formula, charge and spin, eV: 1.073

---

Entry 6:
The following is a quantum chemistry calculation of an isolated molecule of C3H2NP, from OMol25.

Positions of all 7 atoms, in Å:
C 1.389 0.511 -0.240
C -0.876 -0.179 0.204
C 0.430 -0.499 -0.239
N 2.166 1.355 -0.286
P -2.888 -0.560 0.587
H -0.929 0.849 0.569
H 0.708 -1.477 -0.595

Frontier orbital gap (alpha / beta), eV: 7.16 / 6.89
Spin multiplicity: 1
Energy above the lowest of the compared OMol25 structures with the same formula, charge and spin, eV: 2.028

---

Please write out number 3 again, unchanged.
The following is a quantum chemistry calculation of a cluster of 7 separate species, C28H52FN6P in total, from OMol25.

Positions of all 88 atoms, in Å:
C -7.190 3.593 -3.752
C -6.689 2.944 -2.388
C -5.589 3.822 -1.619
C -6.129 1.455 -2.517
P -4.820 1.209 -3.845
F -4.495 -0.476 -3.806
H -6.612 4.553 -3.941
H -8.293 3.827 -3.645
H -7.089 2.874 -4.613
H -7.589 2.900 -1.696
H -5.308 3.264 -0.679
H -5.988 4.823 -1.296
H -4.680 3.919 -2.282
H -6.987 0.757 -2.743
H -5.678 1.174 -1.519
H -5.344 1.413 -5.164
C -2.348 -1.075 0.048
C -2.232 -0.220 1.305
C -3.163 0.994 1.287
C -2.823 1.871 0.126
N -2.557 2.551 -0.776
H -2.059 -0.518 -0.847
H -1.687 -1.942 0.117
H -3.371 -1.437 -0.088
H -1.196 0.112 1.413
H -2.466 -0.836 2.177
H -3.052 1.567 2.211
H -4.206 0.680 1.206
C 1.048 -4.820 1.172
C 1.419 -4.331 -0.225
C 2.376 -3.137 -0.204
C 1.747 -1.983 0.505
N 1.258 -1.086 1.056
H 0.514 -4.053 1.741
H 0.390 -5.690 1.106
H 1.943 -5.108 1.736
H 0.504 -4.064 -0.763
H 1.888 -5.150 -0.777
H 2.623 -2.833 -1.224
H 3.306 -3.402 0.306
C -0.391 4.091 1.761
C 0.961 3.678 2.334
C 0.865 2.483 3.286
C -0.014 2.823 4.446
N -0.697 3.087 5.348
H -1.078 4.420 2.545
H -0.270 4.925 1.066
H -0.856 3.263 1.221
H 1.402 4.533 2.855
H 1.633 3.422 1.511
H 1.856 2.217 3.659
H 0.453 1.612 2.770
C 4.526 -3.364 5.896
C 4.147 -2.492 4.703
C 2.939 -3.026 3.933
C 3.233 -4.390 3.397
N 3.456 -5.454 2.983
H 4.822 -4.369 5.584
H 5.373 -2.929 6.431
H 3.692 -3.454 6.598
H 5.006 -2.415 4.034
H 3.924 -1.484 5.056
H 2.702 -2.360 3.100
H 2.061 -3.082 4.582
C -1.493 -0.837 -4.542
C -0.538 0.330 -4.773
C 0.315 0.163 -6.033
C 1.153 -1.070 -5.923
N 1.806 -2.026 -5.834
H -0.953 -1.774 -4.388
H -2.097 -0.660 -3.653
H -2.168 -0.964 -5.392
H 0.111 0.436 -3.899
H -1.118 1.253 -4.855
H 0.970 1.027 -6.162
H -0.320 0.084 -6.919
C 4.679 1.038 -0.439
C 6.055 0.675 0.110
C 6.021 -0.533 1.049
C 5.146 -0.241 2.224
N 4.466 -0.013 3.138
H 3.991 1.328 0.359
H 4.755 1.885 -1.125
H 4.240 0.198 -0.984
H 6.467 1.541 0.636
H 6.726 0.458 -0.726
H 7.028 -0.762 1.405
H 5.637 -1.413 0.528

Frontier orbital gap, eV: 9.22
SMILES: CC(C)CPF.CCCC#N.CCCC#N.CCCC#N.CCCC#N.CCCC#N.CCCC#N
Spin multiplicity: 1

---

Repeat the first record exactly.
The following is a quantum chemistry calculation of the ion C10H15O3S with charge -1, from OMol25.

Positions of all 29 atoms, in Å:
C -0.321 -1.544 0.794
C -0.057 -2.108 2.316
C -1.672 -2.061 0.322
C -2.016 -1.293 -1.012
C -0.803 -1.234 -1.960
C 0.449 -0.582 -1.351
C 1.986 -0.738 0.627
C 0.641 -0.932 0.066
C 0.385 2.261 1.068
C 1.377 1.644 1.846
O -0.270 -3.333 2.426
O 0.465 -1.317 3.115
O 2.727 1.642 -0.614
S 2.843 0.985 0.738
H -1.647 -3.151 0.016
H -2.400 -1.932 1.040
H -3.008 -1.578 -1.448
H -2.303 -0.152 -0.614
H -0.711 -2.325 -2.314
H -1.086 -0.560 -2.812
H 1.366 -1.015 -1.859
H 0.301 0.426 -1.316
H 1.725 -0.765 1.677
H 2.823 -1.281 0.363
H -0.408 2.590 1.758
H 0.781 3.087 0.434
H -0.183 1.520 0.409
H 1.007 0.700 2.294
H 1.945 2.196 2.645

Frontier orbital gap, eV: 7.81
Charge: -1
Spin multiplicity: 1
Energy above the lowest of the compared OMol25 structures with the same formula, charge and spin, eV: 2.206

---

What is the spin multiplicity in the fifth record?
1

---

What is the formula in the first record?
C10H15O3S